Record 1
ORCA calculation (wB97M-V/def2-TZVPD) on a 11-piece molecular cluster, C33H67N5O19 overall at a distorted geometry.

Structure (XYZ):
```
124
C33H67N5O19 | the OMol25 dataset | wB97M-V/def2-TZVPD
C -2.111 -1.175 -3.978
C -1.250 -0.543 -5.042
C 0.050 0.061 -4.498
O 1.112 -0.539 -5.207
C 0.617 -1.480 -6.019
O 1.281 -2.171 -6.736
O -0.698 -1.600 -5.885
H -1.479 -1.646 -3.227
H -2.878 -1.849 -4.354
H -2.671 -0.434 -3.399
H -1.749 0.168 -5.699
H 0.109 -0.098 -3.416
H 0.061 1.149 -4.586
C -6.999 0.218 2.376
C -5.868 1.197 2.096
C -4.532 0.800 2.724
O -3.641 0.913 1.579
C -4.325 0.928 0.442
O -3.882 0.714 -0.648
O -5.643 1.127 0.684
H -7.134 0.048 3.447
H -6.745 -0.741 1.925
H -7.923 0.598 1.946
H -6.177 2.228 2.294
H -4.491 -0.169 3.216
H -4.129 1.562 3.391
C 3.711 1.852 -4.229
C 4.004 2.415 -2.863
C 2.907 3.276 -2.243
O 3.085 2.982 -0.847
C 3.756 1.845 -0.716
O 3.906 1.273 0.317
O 4.224 1.395 -1.899
H 4.555 1.317 -4.664
H 3.395 2.627 -4.926
H 2.924 1.098 -4.139
H 4.922 3.014 -2.899
H 1.879 3.011 -2.503
H 3.038 4.318 -2.528
C -1.880 -1.176 4.489
C -1.427 -2.035 3.329
C -1.143 -3.529 3.560
O -1.986 -4.169 2.608
C -2.838 -3.282 2.040
O -3.739 -3.554 1.312
O -2.552 -2.052 2.440
H -2.831 -1.512 4.912
H -1.984 -0.146 4.161
H -1.186 -1.305 5.325
H -0.595 -1.565 2.797
H -1.337 -3.768 4.608
H -0.109 -3.728 3.280
C -1.123 -1.346 -0.362
N -0.152 -0.265 -0.573
C 1.239 -0.587 -0.310
C -0.542 0.929 -1.045
O 0.263 1.853 -1.172
H -0.932 -1.785 0.614
H -0.925 -2.089 -1.136
H -2.112 -0.898 -0.387
H 1.285 -1.293 0.519
H 1.661 -1.052 -1.211
H 1.862 0.280 -0.115
H -1.586 0.928 -1.386
C 2.476 -4.725 -1.379
N 1.049 -4.734 -1.571
C 0.258 -5.281 -0.480
C 0.459 -4.182 -2.657
O -0.740 -4.129 -2.821
H 2.903 -4.005 -2.079
H 2.923 -5.717 -1.437
H 2.712 -4.270 -0.412
H 0.296 -4.530 0.326
H -0.811 -5.230 -0.680
H 0.644 -6.252 -0.187
H 1.213 -3.792 -3.364
C 0.421 6.039 0.563
N 0.243 5.166 1.723
C 0.058 5.882 2.972
C 0.022 3.851 1.587
O -0.219 3.065 2.494
H 0.553 5.534 -0.389
H 1.257 6.689 0.820
H -0.485 6.650 0.477
H 0.039 5.165 3.787
H 0.884 6.579 3.114
H -0.858 6.477 2.948
H 0.137 3.530 0.538
C -3.384 4.631 -4.875
N -2.250 4.570 -3.963
C -1.813 5.813 -3.376
C -1.778 3.371 -3.537
O -2.184 2.308 -3.948
H -3.196 3.934 -5.690
H -3.608 5.639 -5.212
H -4.277 4.294 -4.338
H -1.341 6.456 -4.120
H -2.602 6.406 -2.898
H -1.161 5.585 -2.529
H -1.041 3.541 -2.737
C 3.489 -4.422 5.567
N 2.698 -4.255 4.370
C 2.133 -5.492 3.851
C 2.679 -3.092 3.676
O 1.919 -2.920 2.736
H 3.634 -3.449 6.037
H 4.479 -4.853 5.383
H 2.980 -5.067 6.284
H 1.521 -5.400 2.958
H 2.975 -6.127 3.556
H 1.533 -5.961 4.629
H 3.330 -2.325 4.116
C 4.480 -2.120 0.167
O 4.419 -1.258 1.286
H 4.229 -3.106 0.559
H 3.756 -1.871 -0.616
H 5.488 -2.078 -0.257
H 4.238 -0.355 0.980
C 2.375 1.038 3.314
O 1.315 1.395 4.160
H 2.041 0.616 2.362
H 3.100 1.838 3.120
H 2.986 0.267 3.795
H 0.862 2.123 3.709
```

For the gap between HOMO and LUMO, the calculation gives 9.116 eV. The LUMO energy is 0.256 eV. The calculated total energy comes out at -81661.4111 eV. Its structure (SMILES) is C[C@H]1COC(=O)O1.C[C@H]1COC(=O)O1.C[C@H]1COC(=O)O1.C[C@H]1COC(=O)O1.CN(C)C=O.CN(C)C=O.CN(C)C=O.CN(C)C=O.CN(C)C=O.CO.CO. The spin multiplicity is 1.

---

Record 2
ORCA calculation (wB97M-V/def2-TZVPD) on C33H68BrFIN5O14 as an isolated structure at a distorted geometry.

Structure (XYZ):
```
123
C33H68BrFIN5O14 | the OMol25 dataset | wB97M-V/def2-TZVPD
C 0.588 1.108 2.611
O 0.841 -0.255 2.209
C 2.141 -0.329 1.670
N 2.211 0.089 0.227
C 3.154 1.223 -0.020
C 4.636 0.979 0.385
C 5.295 2.167 1.141
O 6.473 2.244 1.116
O 4.566 3.121 1.843
C 2.904 1.732 -1.482
Br 4.444 2.900 -2.030
I 1.245 3.195 -1.314
O 2.774 0.815 -2.487
C 2.105 -0.461 -2.216
C 2.708 -1.382 -3.350
C 1.843 -2.577 -3.834
C 1.912 -3.865 -2.981
O 0.889 -4.363 -2.621
O 3.090 -4.463 -2.641
C 0.574 -0.191 -2.521
C 0.305 0.387 -3.938
C -0.875 -0.386 -4.653
F -0.123 1.745 -3.921
C 2.346 -1.034 -0.773
N 3.619 -1.725 -0.641
C 1.242 -2.092 -0.312
O 1.620 -3.229 0.000
O 0.038 -1.774 -0.161
H -0.477 1.210 2.895
H 0.779 1.766 1.731
H 1.199 1.444 3.478
H 2.717 0.443 2.246
H 2.607 -1.298 1.918
H 1.266 0.474 0.017
H 2.794 2.041 0.648
H 4.731 0.108 1.080
H 5.306 0.715 -0.460
H 4.430 3.859 1.218
H 3.719 -1.761 -3.091
H 2.871 -0.727 -4.234
H 2.266 -2.878 -4.829
H 0.773 -2.391 -4.024
H 2.811 -5.260 -2.149
H 0.088 0.405 -1.714
H 0.039 -1.166 -2.474
H 1.157 0.349 -4.642
H -1.433 -1.051 -3.964
H -0.452 -1.007 -5.476
H -1.560 0.336 -5.152
H 3.775 -2.042 0.311
H 3.650 -2.558 -1.221
C -4.718 -2.285 6.934
O -3.610 -2.264 7.815
C -2.671 -3.308 7.572
C -1.367 -2.735 7.040
N -1.537 -2.221 5.683
C -0.402 -1.437 5.199
C -0.097 -0.125 5.921
O -1.098 0.869 5.752
C -2.174 0.800 6.674
H -5.439 -1.546 7.282
H -4.414 -2.018 5.918
H -5.202 -3.266 6.933
H -3.071 -4.075 6.903
H -2.472 -3.784 8.537
H -0.603 -3.519 7.035
H -1.046 -1.945 7.730
H -2.361 -1.634 5.656
H -0.611 -1.198 4.154
H 0.493 -2.067 5.205
H 0.808 0.289 5.466
H 0.140 -0.267 6.982
H -1.863 0.410 7.647
H -2.989 0.197 6.267
H -2.559 1.811 6.816
C -6.159 1.834 5.947
O -5.907 1.328 4.647
C -6.251 -0.046 4.496
C -7.440 -0.202 3.560
N -8.665 0.299 4.178
C -9.792 0.409 3.253
C -9.668 1.412 2.103
O -9.641 2.768 2.521
C -8.358 3.259 2.873
H -5.739 2.838 6.004
H -7.233 1.898 6.145
H -5.679 1.212 6.710
H -6.437 -0.531 5.458
H -5.386 -0.538 4.040
H -7.568 -1.260 3.313
H -7.208 0.342 2.637
H -8.484 1.216 4.568
H -10.660 0.697 3.852
H -10.009 -0.582 2.841
H -10.569 1.312 1.491
H -8.826 1.191 1.437
H -7.559 2.784 2.300
H -8.181 3.136 3.945
H -8.340 4.330 2.664
C 5.524 1.270 -10.718
O 6.524 0.787 -9.838
C 7.156 1.813 -9.077
C 6.795 1.687 -7.605
N 5.393 2.027 -7.375
C 4.916 1.692 -6.034
C 4.878 0.214 -5.645
O 3.928 -0.555 -6.371
C 4.391 -1.065 -7.612
H 5.203 0.442 -11.348
H 4.655 1.639 -10.164
H 5.917 2.063 -11.360
H 6.922 2.811 -9.460
H 8.234 1.664 -9.182
H 7.429 2.360 -7.019
H 7.011 0.656 -7.298
H 4.822 1.531 -8.048
H 3.896 2.082 -5.961
H 5.514 2.237 -5.298
H 4.557 0.169 -4.601
H 5.867 -0.257 -5.675
H 5.463 -1.277 -7.599
H 4.151 -0.373 -8.423
H 3.858 -1.995 -7.812
```

For the gap between HOMO and LUMO, the calculation gives 7.363 eV. The LUMO energy is -0.732 eV. The calculated total energy comes out at -152292.9376 eV. The spin multiplicity is 1.

---

Record 3
ORCA calculation (wB97M-V/def2-TZVPD) on a 13-piece molecular cluster, C33H69N3O36 overall at a distorted geometry.

Structure (XYZ):
```
141
C33H69N3O36 | the OMol25 dataset | wB97M-V/def2-TZVPD
C 3.362 1.144 4.442
O 3.608 -0.056 3.674
C 4.011 0.191 2.451
O 4.110 1.248 1.905
O 4.421 -0.940 1.902
C 4.966 -0.901 0.575
H 4.339 1.319 4.924
H 2.588 0.855 5.144
H 3.098 1.982 3.785
H 4.954 -1.900 0.192
H 5.947 -0.408 0.586
H 4.292 -0.288 -0.028
C 0.813 2.941 -1.690
O -0.559 2.679 -1.339
C -1.415 3.340 -2.110
O -1.162 4.108 -2.966
O -2.696 2.906 -1.770
C -3.674 3.568 -2.550
H 0.963 2.261 -2.508
H 1.404 2.511 -0.889
H 1.035 3.991 -1.856
H -4.677 3.196 -2.325
H -3.483 3.343 -3.600
H -3.539 4.653 -2.415
C -3.701 -1.009 2.482
O -5.067 -1.426 2.549
C -6.003 -0.493 2.859
O -5.761 0.691 3.039
O -7.140 -1.149 2.956
C -8.287 -0.300 3.113
H -3.633 0.034 2.163
H -3.281 -1.741 1.759
H -3.221 -1.029 3.481
H -8.506 -0.072 4.154
H -9.088 -0.764 2.532
H -7.951 0.630 2.628
C -2.331 -3.614 -5.175
O -1.190 -3.920 -5.949
C -0.177 -3.061 -5.883
O -0.197 -1.980 -5.314
O 0.884 -3.557 -6.579
C 1.853 -2.560 -6.911
H -2.722 -2.639 -5.491
H -2.089 -3.668 -4.088
H -3.055 -4.327 -5.492
H 2.023 -2.004 -5.989
H 1.609 -1.823 -7.665
H 2.732 -3.109 -7.210
C -1.105 3.675 4.668
O -2.092 4.102 3.725
C -2.683 3.143 3.032
O -2.347 1.993 3.081
O -3.600 3.760 2.278
C -4.254 2.945 1.292
H -0.680 2.761 4.302
H -1.638 3.546 5.631
H -0.375 4.450 4.865
H -5.293 3.314 1.168
H -4.283 1.907 1.620
H -3.801 3.054 0.302
C 2.145 4.086 1.866
O 2.328 5.011 0.815
C 1.817 6.242 1.063
O 1.268 6.630 2.053
O 2.079 7.019 0.031
C 1.207 8.167 -0.044
H 2.360 3.078 1.479
H 1.096 4.185 2.143
H 2.730 4.370 2.760
H 0.193 7.806 -0.128
H 1.469 8.715 -0.972
H 1.299 8.684 0.913
C -1.765 -5.521 0.303
O -3.163 -5.252 0.132
C -3.428 -4.453 -0.912
O -2.654 -3.982 -1.703
O -4.713 -4.211 -0.906
C -5.155 -3.362 -1.980
H -1.065 -4.685 0.471
H -1.433 -5.993 -0.610
H -1.668 -6.256 1.083
H -4.874 -3.904 -2.867
H -4.640 -2.412 -1.944
H -6.205 -3.286 -1.776
C 5.196 2.993 -0.458
O 4.113 2.301 -1.041
C 4.470 1.239 -1.832
O 5.613 0.862 -2.043
O 3.358 0.654 -2.340
C 3.571 -0.484 -3.083
H 6.040 2.856 -1.138
H 5.406 2.506 0.470
H 4.807 4.011 -0.284
H 4.155 -1.182 -2.483
H 4.117 -0.250 -3.996
H 2.590 -0.961 -3.159
C 2.864 -3.554 0.375
O 3.857 -3.714 -0.719
C 3.286 -4.197 -1.822
O 2.093 -4.498 -1.992
O 4.154 -4.226 -2.775
C 3.617 -4.540 -4.085
H 1.914 -3.133 0.078
H 3.417 -3.028 1.141
H 2.780 -4.584 0.645
H 3.143 -3.646 -4.522
H 2.999 -5.408 -3.903
H 4.508 -4.811 -4.637
C -0.357 -1.848 -2.011
O 0.374 -0.887 -1.212
C 0.069 -0.967 0.088
O -0.569 -1.778 0.694
O 0.681 0.050 0.763
C 0.380 0.085 2.155
H -0.017 -2.859 -1.732
H -0.184 -1.593 -3.049
H -1.395 -1.828 -1.669
H 0.668 1.064 2.543
H 0.976 -0.696 2.582
H -0.659 -0.154 2.343
C -0.123 0.754 7.368
N -0.259 -0.049 6.128
O -1.069 -0.917 6.232
O 0.434 0.238 5.189
H 0.102 1.766 7.059
H 0.651 0.385 8.031
H -1.078 0.615 7.830
C -0.308 -3.214 3.802
N 1.067 -3.815 4.085
O 1.608 -4.421 3.179
O 1.493 -3.675 5.226
H -0.529 -2.523 4.593
H -0.974 -4.078 3.723
H -0.312 -2.813 2.780
C -0.287 1.157 -4.778
N 0.931 1.701 -5.582
O 0.973 2.883 -5.759
O 1.728 0.875 -5.995
H -0.571 0.237 -5.292
H -0.985 1.992 -4.707
H -0.009 0.933 -3.739
```

For the gap between HOMO and LUMO, the calculation gives 10.561 eV. The LUMO energy is -0.101 eV. The calculated total energy comes out at -113510.6183 eV. The spin multiplicity is 1.

---

Record 4
ORCA calculation (wB97M-V/def2-TZVPD) on a 5-piece molecular cluster, C33H69N7O2S overall at a distorted geometry.

Structure (XYZ):
```
112
C33H69N7O2S | the OMol25 dataset | wB97M-V/def2-TZVPD
C 3.259 2.067 0.484
C 2.288 1.961 -0.830
C 1.094 0.968 -0.421
C 1.447 -0.515 -0.182
C 0.335 -1.541 0.239
N 0.564 -2.957 0.448
S -1.027 -3.479 0.863
N -1.971 -2.042 0.809
C -1.122 -0.941 0.407
C -1.484 0.570 0.162
C -0.366 1.573 -0.288
C -0.696 3.136 -0.597
O -0.227 4.011 0.471
N -0.558 3.342 1.645
O -1.721 3.546 1.854
H 2.904 1.336 1.308
H 3.178 3.129 0.895
H 4.348 1.800 0.253
H 2.841 1.530 -1.736
H 1.947 3.020 -1.090
H 2.522 -0.872 -0.310
H -2.548 0.961 0.299
H -1.825 3.219 -0.797
H -0.155 3.393 -1.577
C 1.463 -7.483 4.956
C 1.136 -6.095 4.419
N 0.061 -5.424 5.145
C -0.450 -4.241 4.459
C 0.503 -3.063 4.270
C 0.250 -5.280 6.585
C 1.496 -4.538 7.068
H 0.571 -8.114 4.994
H 2.191 -7.971 4.303
H 1.902 -7.440 5.957
H 0.827 -6.222 3.375
H 2.053 -5.494 4.403
H -1.352 -3.885 4.972
H -0.804 -4.553 3.469
H 0.663 -2.520 5.203
H 0.073 -2.351 3.560
H 1.473 -3.371 3.873
H 0.259 -6.280 7.031
H -0.634 -4.801 7.021
H 2.402 -4.853 6.545
H 1.651 -4.738 8.133
H 1.390 -3.458 6.962
C 5.384 -7.829 3.227
C 6.699 -7.656 3.976
N 6.949 -6.284 4.409
C 8.321 -6.057 4.855
C 8.796 -6.806 6.098
C 5.914 -5.671 5.235
C 5.537 -6.372 6.540
H 5.316 -7.140 2.381
H 5.312 -8.847 2.835
H 4.521 -7.670 3.878
H 7.499 -7.959 3.291
H 6.726 -8.359 4.818
H 8.480 -4.983 5.008
H 8.991 -6.317 4.026
H 8.373 -6.383 7.010
H 9.883 -6.721 6.186
H 8.556 -7.870 6.061
H 5.005 -5.575 4.631
H 6.194 -4.636 5.461
H 5.407 -7.449 6.417
H 4.588 -5.971 6.910
H 6.279 -6.197 7.321
C -2.642 0.048 -3.452
C -3.116 1.119 -4.427
N -4.569 1.193 -4.554
C -5.010 1.998 -5.690
C -4.680 3.488 -5.674
C -5.313 1.396 -3.316
C -4.986 2.636 -2.484
H -3.057 -0.931 -3.706
H -1.552 -0.030 -3.488
H -2.917 0.286 -2.421
H -2.690 0.870 -5.405
H -2.684 2.084 -4.133
H -6.092 1.877 -5.821
H -4.575 1.563 -6.599
H -5.313 4.034 -4.972
H -4.864 3.917 -6.664
H -3.634 3.681 -5.426
H -5.169 0.516 -2.681
H -6.387 1.394 -3.534
H -3.910 2.793 -2.371
H -5.404 2.524 -1.479
H -5.427 3.538 -2.911
C -5.727 9.581 -7.767
C -5.184 8.687 -6.659
N -3.804 8.259 -6.876
C -3.386 7.179 -5.986
C -3.328 7.476 -4.489
C -2.824 9.322 -7.073
C -2.680 10.371 -5.971
H -5.620 9.107 -8.747
H -6.791 9.770 -7.601
H -5.224 10.551 -7.792
H -5.825 7.799 -6.623
H -5.304 9.199 -5.697
H -2.409 6.801 -6.309
H -4.070 6.335 -6.138
H -2.466 8.093 -4.234
H -3.223 6.540 -3.933
H -4.232 7.969 -4.127
H -3.067 9.844 -8.004
H -1.841 8.878 -7.265
H -3.644 10.737 -5.610
H -2.130 11.234 -6.357
H -2.112 9.989 -5.121
```

For the gap between HOMO and LUMO, the calculation gives 6.665 eV. The LUMO energy is -1.386 eV. The calculated total energy comes out at -60691.0826 eV. Its structure (SMILES) is CCc1cc2nsnc2cc1CON=O.CCN(CC)CC.CCN(CC)CC.CCN(CC)CC.CCN(CC)CC. The spin multiplicity is 1.